{
  "formula": "C21H72Cs2FeO27",
  "method": "ωB97M-V/def2-TZVPD",
  "symbols": ["Cs", "Cs", "Fe", "C", "O", "O", "O", "C", "O", "O", "O", "C", "O", "O", "O", "C", "O", "H", "H", "H", "H", "C", "O", "H", "H", "H", "H", "C", "O", "H", "H", "H", "H", "C", "O", "H", "H", "H", "H", "C", "O", "H", "H", "H", "H", "C", "O", "H", "H", "H", "H", "C", "O", "H", "H", "H", "H", "C", "O", "H", "H", "H", "H", "C", "O", "H", "H", "H", "H", "C", "O", "H", "H", "H", "H", "C", "O", "H", "H", "H", "H", "C", "O", "H", "H", "H", "H", "C", "O", "H", "H", "H", "H", "C", "O", "H", "H", "H", "H", "C", "O", "H", "H", "H", "H", "C", "O", "H", "H", "H", "H", "C", "O", "H", "H", "H", "H", "C", "O", "H", "H", "H", "H"],
  "coordinates": [[8.3039, 13.3089, 11.9563], [12.0988, 14.9764, 15.9353], [11.9451, 14.0421, 11.7674], [13.7005, 12.9542, 13.2538], [14.0595, 13.5790, 12.1696], [14.5324, 12.1587, 13.8562], [12.3726, 13.1207, 13.6224], [10.9137, 12.8520, 9.8766], [11.1829, 12.1119, 10.9608], [11.1973, 14.0817, 9.9468], [10.2375, 12.3523, 8.9308], [11.0285, 15.9995, 13.1179], [10.2713, 15.1271, 12.4565], [10.4327, 16.8050, 13.9293], [12.3198, 15.9579, 12.9723], [10.7300, 10.5393, 13.7135], [10.1899, 11.8439, 13.8444], [10.7882, 10.2361, 12.6150], [11.7215, 10.4289, 14.1497], [10.0679, 9.8177, 14.1803], [10.9466, 12.4940, 13.9816], [13.8212, 6.4399, 16.0928], [14.7925, 6.3404, 17.0675], [13.4584, 7.4621, 15.9595], [14.1596, 5.9962, 15.1443], [12.9933, 5.8783, 16.3020], [15.5020, 6.9911, 16.8911], [8.6646, 9.9619, 9.3471], [8.7331, 10.4682, 10.6920], [7.7450, 9.4907, 9.1664], [8.6944, 10.7876, 8.6378], [9.4801, 9.2762, 9.1789], [9.5525, 11.0083, 10.8027], [16.1459, 9.6287, 12.3622], [15.8913, 9.8060, 13.7734], [17.2081, 9.7631, 12.1018], [15.8565, 8.5903, 12.1018], [15.5662, 10.3577, 11.7666], [15.3811, 10.5810, 13.7909], [15.7473, 15.2484, 10.6756], [15.9999, 13.8869, 10.2761], [16.5398, 15.8482, 10.2048], [14.8882, 15.6916, 10.2461], [15.6398, 15.3891, 11.7660], [15.3687, 13.3449, 10.7942], [17.3175, 9.5994, 16.4866], [16.2908, 8.6680, 16.1510], [17.0590, 10.5911, 16.1306], [17.3246, 9.6078, 17.5858], [18.2990, 9.2846, 16.1759], [16.0706, 8.8215, 15.1869], [13.7542, 10.7457, 16.9012], [13.5886, 11.9931, 16.2508], [14.6468, 10.8098, 17.5332], [12.9754, 10.4326, 17.5873], [14.0311, 9.9882, 16.1880], [13.8821, 11.9015, 15.3516], [12.3509, 7.0296, 11.7619], [13.4126, 7.4165, 10.9538], [12.1165, 5.9885, 11.5028], [12.6884, 6.9829, 12.7591], [11.4564, 7.6589, 11.6564], [13.6095, 8.3558, 11.0541], [16.1463, 14.7582, 14.7619], [16.0236, 13.7768, 15.8512], [17.0701, 14.5025, 14.2715], [15.2609, 14.6898, 14.1364], [16.1440, 15.7544, 15.1660], [15.4648, 13.0191, 15.5951], [13.3630, 18.4131, 10.5101], [13.8500, 18.1916, 11.7907], [12.9053, 17.5066, 10.1350], [12.5859, 19.1095, 10.4534], [14.2688, 18.6899, 9.9396], [13.3052, 17.4240, 12.1223], [7.2667, 15.8749, 15.1736], [8.5123, 15.2587, 15.0160], [7.2555, 16.9447, 15.0411], [6.5354, 15.4041, 14.4573], [6.9310, 15.8021, 16.2279], [9.1565, 15.7289, 14.3938], [14.3960, 13.7716, 6.8900], [15.7454, 13.9619, 7.3283], [14.0297, 14.7608, 6.7298], [14.5227, 13.2994, 5.9271], [13.7558, 13.1937, 7.5945], [15.8312, 13.9191, 8.2461], [20.7685, 10.3683, 10.5649], [21.1835, 11.4621, 9.7322], [21.1514, 9.4437, 10.1179], [21.2476, 10.3659, 11.5277], [19.7080, 10.1821, 10.5923], [20.6788, 12.2827, 9.8958], [14.1302, 13.9240, 18.9541], [14.6971, 14.8161, 18.0019], [14.0496, 14.4972, 19.9158], [13.1019, 13.5883, 18.7474], [14.7428, 13.0057, 19.0986], [15.1980, 14.2942, 17.3579], [6.8151, 12.6790, 7.3835], [7.7146, 13.3345, 8.2271], [6.8595, 11.5904, 7.4564], [5.8919, 13.0382, 7.7642], [6.8620, 12.9615, 6.3400], [8.5641, 12.8345, 8.2655], [16.3668, 10.7664, 9.1207], [15.9559, 9.5523, 9.7134], [15.8387, 11.6179, 9.4865], [17.3707, 10.9859, 9.5663], [16.4674, 10.7611, 8.0217], [14.9834, 9.5597, 9.7498], [12.8636, 9.9598, 8.6565], [13.1196, 10.1931, 9.9692], [13.4358, 10.5360, 7.9386], [13.2956, 8.9091, 8.5571], [11.8131, 10.0701, 8.3516], [12.3927, 10.6937, 10.3225], [18.9295, 12.5906, 12.0060], [19.0458, 12.9744, 10.6148], [19.4964, 13.3107, 12.6259], [17.8817, 12.6464, 12.3379], [19.2937, 11.5440, 12.1114], [18.2282, 13.3925, 10.2838]],
  "forces_ev_per_angstrom": [[0.1, -0.1, -0.1], [0.0, -0.1, -0.2], [0.4, 0.5, 0.6], [-1.0, -0.7, -1.0], [-1.0, -0.9, 1.5], [-1.6, 1.3, -0.1], [4.1, -0.2, -0.3], [-1.8, -1.8, 0.0], [0.2, 0.3, -1.0], [0.8, 1.1, -0.5], [0.5, 0.0, 0.0], [-1.4, 0.6, 0.2], [1.5, 0.9, 0.8], [0.8, -0.9, -0.4], [-0.9, -0.1, -0.4], [-0.1, -0.1, -1.6], [0.2, 0.3, 0.7], [0.1, 0.5, 1.2], [0.1, 0.2, 0.1], [-0.2, -0.1, 0.3], [-0.6, -1.3, -0.6], [1.4, 1.3, -1.8], [1.0, 0.0, 1.1], [0.2, 0.1, -0.3], [0.1, 0.5, -0.2], [-2.2, -1.6, 1.3], [-0.5, -0.1, -0.1], [1.0, 1.6, 0.8], [-0.2, -0.1, -0.2], [-1.4, -1.0, 0.3], [0.4, -0.1, 0.0], [0.3, -0.3, -0.3], [0.0, -0.4, -0.5], [-0.3, -0.5, 0.2], [1.5, -1.8, -1.0], [-0.2, 0.0, 0.3], [0.1, 0.7, -0.1], [0.2, -0.5, 0.6], [-1.4, 2.3, 0.5], [1.2, 0.1, 0.0], [-0.3, 0.4, 0.3], [0.2, -0.2, 0.6], [-1.5, -0.1, -0.5], [0.5, -0.2, -0.5], [0.0, 0.3, 0.1], [-1.1, -0.4, 1.1], [0.1, -0.1, -1.0], [0.2, 0.2, -0.2], [0.1, 0.2, -0.2], [0.4, -0.1, -0.5], [0.2, 0.1, 0.9], [1.6, 0.5, 0.3], [-1.2, 0.1, 2.4], [0.1, 0.0, 0.2], [-0.7, 0.2, -0.4], [-0.4, -0.6, -0.3], [0.3, -0.1, -1.9], [-0.5, -0.5, -0.7], [0.8, 0.1, -0.9], [-0.2, 0.3, -0.2], [0.0, 0.2, 1.7], [0.1, -0.1, 0.1], [-0.4, 0.1, 0.0], [-0.9, -1.7, 1.0], [0.0, 0.6, 0.1], [0.2, 0.3, -0.6], [0.3, -0.1, -0.5], [0.3, 0.4, 0.5], [0.2, 0.5, -0.5], [1.7, -1.2, -0.6], [-0.8, -1.2, 1.5], [0.2, -0.5, -0.6], [-1.0, 1.8, 0.0], [-0.8, 0.1, -0.5], [0.7, 0.8, 0.4], [-0.3, -0.5, -0.1], [0.6, -0.2, 0.0], [0.3, 0.6, -0.6], [0.2, 0.5, 0.8], [0.0, -0.6, -0.5], [-0.7, 0.4, 0.5], [1.1, -0.1, 0.7], [0.1, -0.2, -2.3], [-1.0, 0.6, -0.1], [-0.5, -0.4, -0.3], [0.5, 0.4, -0.5], [-0.1, -0.2, 2.7], [0.9, -0.3, -1.5], [0.1, -0.4, 0.3], [0.2, 0.2, -0.4], [-0.1, 0.5, 0.8], [-0.6, 0.5, 0.2], [-0.3, -0.8, 0.3], [0.2, 0.4, 1.0], [-0.7, -0.3, 0.6], [0.3, -0.6, -0.6], [0.2, 0.1, -0.5], [-0.3, 0.6, 0.0], [0.2, -0.1, -0.6], [0.1, 0.0, 0.5], [1.1, -0.4, 0.0], [0.0, -0.1, 0.0], [-1.5, -0.1, 0.0], [0.4, 0.2, -0.5], [0.1, 0.7, 0.2], [2.1, 0.0, 0.7], [-0.6, -0.2, -0.9], [-1.1, 0.5, -0.2], [-0.3, -0.3, -0.7], [-0.3, -0.1, 0.4], [0.4, 0.1, 0.0], [0.5, -2.7, -2.1], [0.7, 0.5, 1.7], [0.4, 0.7, 0.1], [-1.2, 0.8, -0.8], [0.2, -0.3, 0.3], [-0.8, 1.2, 1.0], [-0.4, 0.3, -0.4], [-0.2, 0.0, 0.4], [0.0, -0.5, -0.2], [0.2, -0.2, -0.2], [-0.2, 1.0, 0.1], [0.1, -0.3, 0.5]],
  "lowdin_charge": [1.235, 1.179, 0.836, -0.667, -0.101, -0.082, -0.301, -0.899, -0.203, -0.086, -0.076, -0.915, -0.364, -0.147, -0.181, -0.159, -0.263, 0.078, 0.074, 0.066, 0.026, -0.200, -0.122, 0.078, 0.083, 0.038, 0.052, -0.140, -0.219, 0.052, 0.043, 0.074, -0.005, -0.095, -0.131, 0.076, 0.087, 0.085, -0.004, -0.118, -0.171, 0.088, 0.054, 0.080, 0.058, -0.143, -0.183, 0.072, 0.079, 0.066, 0.061, -0.131, -0.183, 0.067, 0.078, 0.062, -0.023, -0.166, -0.122, 0.079, 0.048, 0.085, 0.045, -0.060, -0.165, 0.073, 0.062, 0.079, 0.047, -0.196, -0.140, 0.077, 0.047, 0.085, 0.056, -0.197, -0.201, 0.066, 0.076, 0.072, 0.032, -0.125, -0.128, 0.059, 0.065, 0.091, -0.015, -0.178, -0.136, 0.074, 0.066, 0.058, 0.048, -0.190, -0.197, 0.081, 0.051, 0.087, 0.017, -0.187, -0.139, 0.070, 0.059, 0.065, 0.039, -0.141, -0.156, 0.048, 0.081, 0.090, 0.029, -0.179, -0.119, 0.066, 0.102, 0.086, 0.047, -0.114, -0.162, 0.082, 0.080, 0.057, 0.070],
  "spin_multiplicity": 5,
  "charge": -2,
  "e_homo_ev": [-3.202, -2.479],
  "total_energy_ha": -4178.8990,
  "lumo_ha": [0.112, 0.112],
  "gap_ha": [0.22956, 0.20297]
}